(1)
ORCA calculation (ωB97M-V with the def2-TZVPD basis set) on a 2-piece molecular cluster, C5H13NO2P overall in a non-equilibrium geometry.

Geometry as XYZ:
```
22
Properties=species:S:1:pos:R:3:forces:R:3:lowdin_charge:R:1
P 0.585118 0.582624 1.797169 -0.40 3.11 1.52 0.16
O -0.886892 0.750241 1.896749 -0.48 -0.49 0.76 -0.43
O 1.227878 -0.114360 0.713871 1.61 -2.45 -2.49 -0.39
N 1.265307 0.119848 3.294479 -5.74 3.08 0.81 -0.30
C -2.052947 -0.218325 -3.259277 -2.37 -0.31 0.52 -0.03
C 2.617371 0.021732 3.570477 1.85 -0.54 -1.76 -0.26
C 0.181777 -0.688475 -2.563157 0.60 3.01 0.90 -0.08
C -1.699781 -0.316330 -0.828265 0.97 0.42 0.33 -0.08
C -1.234388 -0.351718 -2.226109 -0.32 -0.25 -0.81 -0.45
H 0.660298 0.733185 3.970226 1.64 -1.72 -1.14 0.11
H -3.171748 -0.200116 -3.209585 1.03 0.38 0.40 0.06
H 0.576827 -1.207574 -1.703794 0.89 0.23 0.13 0.06
H -1.416724 0.594076 -0.300848 -0.27 0.53 -0.30 0.06
H -1.046910 -0.947562 -0.183109 -1.23 -0.47 -0.39 0.08
H 3.217844 0.985475 3.816974 -0.96 -1.55 0.10 0.09
H 0.708247 0.333279 -2.830309 -0.44 -2.19 0.85 0.13
H 0.192084 -1.304327 -3.408751 0.22 -0.88 -1.34 0.04
H -2.788526 -0.383084 -0.884380 0.15 -0.47 0.88 0.08
H 1.061970 1.934712 1.670192 0.14 0.07 0.21 0.00
H 2.532677 -0.818290 4.269901 2.00 0.35 0.52 0.06
H -1.717327 -0.359852 -4.241543 0.68 -0.04 -1.35 0.02
H 2.975995 -0.343294 2.540934 0.42 0.18 1.65 0.08
```
Forces are in eV/Å.

Calculated values
Charge: -1
Calculated total energy in hartree: -744.95104
LUMO in eV: 3.81
Relative energy (zero: lowest compared OMol25 entry of this formula, charge and spin) in kcal per mole: 62.7
Multiplicity: 1
Orbital gap in eV: 8.7

---

(2)
ORCA calculation (ωB97M-V with the def2-TZVPD basis set) on a 2-piece molecular cluster, C5H13NOP overall in a non-equilibrium geometry.

Geometry as XYZ:
```
21
Properties=species:S:1:pos:R:3:forces:R:3:lowdin_charge:R:1
P -1.613044 0.632008 -0.196687 -3.95 0.87 0.40 0.67
O -0.213391 0.624924 0.296767 0.24 0.29 0.13 -0.42
N 1.761507 -0.044708 1.755149 -1.71 -1.43 0.42 0.18
C 2.698054 -0.589277 1.046003 0.57 0.94 0.27 -0.04
C -2.790718 -0.103918 1.085981 0.57 -0.70 -1.17 -0.20
C 2.232975 0.556005 -1.068504 1.50 -2.03 -1.38 0.07
C 2.755999 -0.537766 -0.454135 -1.06 0.80 0.96 -0.10
C -1.722434 -0.198314 -1.799809 -2.63 2.71 0.62 -0.16
H 3.511589 -0.904325 1.710828 0.00 -0.91 -0.84 0.14
H 2.289266 0.552326 -2.195461 -0.29 0.31 1.41 0.11
H -2.651460 -0.097790 -2.388317 0.06 0.08 0.79 0.08
H -2.283272 1.960191 -0.272595 1.20 -1.13 -0.38 0.07
H -1.012486 0.267309 -2.381653 2.02 0.69 -1.37 0.02
H -1.547421 -1.175739 -1.622928 0.86 -3.33 0.33 0.01
H -2.090220 -0.899440 1.430538 -0.83 0.35 0.50 0.04
H 3.103101 -1.439972 -0.990257 0.07 0.80 0.46 0.12
H 1.525205 -0.398694 2.719383 1.38 0.96 -0.98 0.18
H -2.936822 0.712327 1.831132 0.00 -0.92 -0.39 0.05
H 1.888052 1.413034 -0.534738 -0.16 0.35 0.09 0.06
H -3.775476 -0.614871 0.744667 1.75 1.22 0.38 0.09
H 0.871004 0.286684 1.284637 0.42 0.08 -0.28 0.04
```
Forces are in eV/Å.

Calculated values
Charge: +1
Calculated total energy in hartree: -669.38743
LUMO in eV: -4.47
Relative energy (zero: lowest compared OMol25 entry of this formula, charge and spin) in kcal per mole: 2.2
Multiplicity: 1
Orbital gap in eV: 9.7

---

(3)
ORCA calculation (ωB97M-V with the def2-TZVPD basis set) on one molecule with the formula C5H13NOS in a non-equilibrium geometry.

Geometry as XYZ:
```
21
Properties=species:S:1:pos:R:3:forces:R:3:lowdin_charge:R:1
S -0.634618 2.895348 0.655797 -1.47 -0.39 0.24 0.77
O 1.959956 -1.810257 0.261476 -0.07 0.40 0.28 -0.10
N 0.903865 -0.759717 -2.061812 -0.24 1.23 1.30 0.05
C 0.092215 -0.878958 -0.832714 0.39 -0.39 0.06 -0.38
C -1.823845 2.032241 1.869401 0.81 0.79 -0.68 -0.36
C -0.316988 1.617902 -0.568678 1.09 -1.53 0.40 -0.54
C 0.305576 0.348365 0.097071 0.02 -0.32 -0.68 -0.25
C 0.578096 -2.113638 -0.042313 1.26 -1.44 -1.63 -0.21
H -2.567466 2.766788 2.191090 0.51 0.11 0.21 0.02
H 1.379105 0.465371 0.277134 -0.22 0.16 -0.16 0.11
H 1.848970 -0.927081 -1.756012 0.30 -0.15 -0.66 0.06
H -1.158143 1.194871 -1.142716 -0.17 1.04 0.19 0.07
H 0.707191 -3.012524 -0.733562 -0.96 0.95 0.68 0.13
H -1.145548 1.701794 2.649718 -0.51 -0.07 0.36 0.01
H 0.440174 2.022067 -1.283995 -0.77 -0.19 0.52 0.08
H -0.983083 -0.941818 -1.078298 0.43 -0.21 0.05 0.14
H -2.426457 1.208561 1.495725 0.43 -0.16 -0.53 0.03
H -0.027662 -2.411911 0.810132 0.04 0.31 0.28 0.11
H 2.329935 -2.243233 1.031748 -0.41 -0.27 0.08 0.09
H 0.636961 -1.194343 -2.923005 -0.21 -0.50 0.17 0.07
H -0.098236 0.040172 1.083814 -0.24 0.64 -0.48 0.10
```
Forces are in eV/Å.

Calculated values
Structure (SMILES): CSCC[C@@H](N)CO
Calculated total energy in hartree: -726.44723
LUMO in eV: 0.73
Relative energy (zero: lowest compared OMol25 entry of this formula, charge and spin) in kcal per mole: 33.8
Multiplicity: 1
Orbital gap in eV: 9.0

---

(4)
ORCA calculation (ωB97M-V with the def2-TZVPD basis set) on a 2-piece molecular cluster, C5H13NOSi overall in a non-equilibrium geometry.

Geometry as XYZ:
```
21
Properties=species:S:1:pos:R:3:forces:R:3:lowdin_charge:R:1
Si 0.813900 0.114377 1.066256 -1.16 1.05 2.62 0.20
O -0.270159 -1.154307 0.871444 2.32 -0.55 -1.25 -0.17
N 1.708222 0.517873 -0.292618 -0.14 0.31 -1.36 -0.02
C -2.240988 -0.531480 -3.003465 1.59 2.34 2.71 -0.05
C -0.255028 1.643151 1.470092 -0.23 0.29 2.40 -0.20
C 1.837081 -0.291321 2.648480 1.12 -0.57 0.18 -0.20
C -0.009959 0.348335 -2.307532 4.77 2.13 0.04 0.12
C -1.100244 -0.159219 -1.977783 -2.01 -2.05 0.60 -0.27
H -1.081013 -0.940689 1.244293 -2.38 0.37 1.16 0.00
H -1.135606 -0.476526 -0.910909 -0.54 0.08 -0.75 0.08
H 0.414156 2.464608 1.974059 -1.32 -1.49 -0.91 0.06
H -0.705380 2.062347 0.581463 -0.10 0.20 -0.27 -0.01
H 2.993669 -0.274950 2.355656 -2.43 -0.10 0.97 0.05
H 1.790560 -0.283374 -0.879170 0.73 -0.89 -0.68 -0.05
H -3.050170 -0.219992 -2.281863 -0.20 -0.54 -1.88 0.09
H 1.629886 0.411962 3.559380 0.45 -1.25 -1.81 0.05
H -1.141592 1.386350 2.219512 1.85 0.57 -1.36 0.06
H 0.886759 0.772828 -2.790846 -1.30 -0.36 0.24 0.08
H -1.960273 0.200105 -3.817218 -1.31 -1.43 0.32 0.09
H -2.119812 -1.603063 -3.115831 -0.52 0.06 -0.65 0.07
H 1.516168 -1.374084 2.932955 0.81 1.82 -0.32 0.04
```
Forces are in eV/Å.

Calculated values
Calculated total energy in hartree: -617.65305
LUMO (spin up / spin down) in eV: -0.14 / -1.06
Relative energy (zero: lowest compared OMol25 entry of this formula, charge and spin) in kcal per mole: 122.8
Multiplicity: 1
Orbital gap (spin up / spin down) in eV: 9.2 / 6.9

---

(5)
ORCA calculation (ωB97M-V with the def2-TZVPD basis set) on C5H13NOSi as an isolated structure in a non-equilibrium geometry.

Geometry as XYZ:
```
21
Properties=species:S:1:pos:R:3:forces:R:3:lowdin_charge:R:1
Si 2.709902 -1.162048 0.376173 -0.16 0.16 2.22 0.31
O 2.284465 -1.330954 1.860952 0.44 0.03 -0.20 -0.44
N 1.231798 -0.228042 -0.227249 -2.01 -0.69 1.15 -0.05
C -1.057981 -0.108369 -0.782974 -0.05 -0.20 -0.41 -0.10
C 1.758051 1.979996 0.438821 -2.35 2.99 -0.57 -0.08
C -0.713396 1.221557 0.064012 3.26 -0.31 -6.01 -0.09
C 0.688717 0.951684 0.599666 0.49 -0.80 -0.78 -0.34
C 0.249967 -0.853012 -0.743803 -0.99 -0.33 -1.50 -0.12
H 0.246673 -1.854846 -1.279681 0.82 1.28 0.82 0.15
H 2.586421 -2.257042 -0.509078 0.04 -1.17 -1.14 -0.06
H -3.875699 -3.241736 0.855519 -1.36 0.17 0.39 0.00
H -1.850197 -0.800247 -0.316032 0.86 1.30 -0.77 0.13
H 2.070520 2.363079 -0.578810 -1.22 -0.48 0.74 0.12
H 2.650881 1.692227 0.825320 2.51 -1.21 1.61 0.02
H 0.478074 0.767438 1.673083 1.32 -0.87 -0.57 0.16
H -0.558907 2.149575 -0.608817 -1.11 -1.43 0.92 0.15
H 1.368737 2.790104 1.090272 0.72 0.27 -0.64 0.10
H 3.863753 -0.365857 -0.003030 0.45 0.42 -0.28 -0.05
H -1.254144 -0.003375 -1.941423 -0.09 0.10 2.33 0.15
H -1.374908 1.318548 0.792481 -2.92 0.93 3.06 0.05
H -4.626330 -3.142963 1.067177 1.37 -0.17 -0.39 0.01
```
Forces are in eV/Å.

Calculated values
Calculated total energy in hartree: -617.71484
LUMO in eV: 0.12
Relative energy (zero: lowest compared OMol25 entry of this formula, charge and spin) in kcal per mole: 84.0
Multiplicity: 1
Orbital gap in eV: 8.6

---

(6)
ORCA calculation (ωB97M-V with the def2-TZVPD basis set) on an isolated ion of composition C5H13NP and charge +1 in a non-equilibrium geometry.

Geometry as XYZ:
```
20
Properties=species:S:1:pos:R:3:forces:R:3:lowdin_charge:R:1
P -0.681076 -0.142567 -0.468420 1.63 1.42 0.10 1.05
N 0.603973 0.534150 -2.731106 -1.09 -0.51 0.31 0.12
C -0.501250 0.367139 1.103503 0.70 -0.35 0.55 -0.43
C -2.178545 -1.386887 1.841340 2.88 -0.86 0.14 -0.14
C -1.188577 -0.272968 2.253387 0.65 -2.44 -0.79 -0.30
C 2.231183 0.396960 -0.852766 0.31 1.66 2.29 -0.11
C 0.894626 0.877315 -1.288266 -2.31 -2.86 0.52 -0.50
H 0.637953 -0.476269 -2.909614 2.21 -0.14 -0.03 0.16
H -0.396090 0.413362 -2.904803 -0.77 2.02 -0.07 0.11
H 2.204828 -0.570479 -0.358681 0.36 -0.32 -0.58 0.08
H -3.032798 -1.077085 1.421119 -3.37 1.91 -1.29 0.03
H 1.072117 1.161195 -3.373089 0.05 -0.39 -0.74 0.17
H 0.809147 1.898231 -1.035191 -0.61 1.27 -0.81 0.09
H -1.618039 0.471685 2.900009 -0.10 0.13 0.54 0.11
H 0.313938 0.976075 1.521503 -0.26 0.29 -0.91 0.08
H -0.298077 -0.813219 2.743933 -1.29 0.97 -0.05 0.15
H 2.407700 1.135664 0.004060 0.36 -1.17 -0.92 0.11
H -2.463419 -1.997059 2.652180 -0.17 -0.64 1.16 0.07
H -1.847254 -2.091020 1.044908 0.71 0.41 0.63 0.07
H 3.029659 0.595777 -1.564007 0.12 -0.40 -0.06 0.09
```
Forces are in eV/Å.

Calculated values
Charge: +1
Structure (SMILES): CC/C=P/[C@@H](C)[NH3+]
Calculated total energy in hartree: -594.07725
LUMO in eV: -3.69
Relative energy (zero: lowest compared OMol25 entry of this formula, charge and spin) in kcal per mole: 45.2
Multiplicity: 1
Orbital gap in eV: 9.6